The following is a quantum chemistry calculation of one molecule with the formula C8H13FN2O2S at a distorted geometry, from OMol25.

Bonds (Å) are listed after each position.
CARTESIAN COORDINATES (ANGSTROEM)
1 C 1.18080 1.09818 -0.39557  C2 1.385, C3 1.411, H15 1.117
2 C 1.42011 -0.26161 -0.50160  C1 1.385, C4 1.403, S14 1.789
3 C -0.13392 1.23205 0.09968  C1 1.411, N9 1.319, O11 1.359
4 C 0.27391 -0.94368 -0.06777  C2 1.403, N9 1.369, O12 1.397
5 C -4.43518 -0.24869 -0.31677  C6 1.523, H16 1.119, H17 1.045, H18 1.087
6 C -2.94912 -0.02992 -0.57123  C5 1.523, C7 1.545, H19 1.097, H20 1.079
7 C -2.01069 -0.28044 0.63043  C6 1.545, N9 1.458, H21 1.091, H22 1.099
8 C 4.12344 -0.07516 0.59659  N10 1.376, F13 1.424, S14 2.124, H23 1.069
9 N -0.62412 0.02372 0.29577  C3 1.319, C4 1.369, C7 1.458
10 N 5.42737 0.19322 0.24687  C8 1.376, H24 1.098, H25 1.019
11 O -0.72824 2.41275 0.41563  C3 1.359, H26 0.984
12 O -0.10768 -2.27784 -0.22893  C4 1.397, H27 0.902
13 F 4.10463 -0.84053 1.79682  C8 1.424
14 S 2.97109 -1.06601 -0.88738  C2 1.789, C8 2.124
15 H 1.88664 1.89440 -0.73542  C1 1.117
16 H -4.82200 0.61607 0.27973  C5 1.119
17 H -4.68024 -1.12655 0.19475  C5 1.045
18 H -4.91085 0.04299 -1.24950  C5 1.087
19 H -2.56287 -0.84580 -1.19542  C6 1.097
20 H -2.82482 0.92486 -1.05745  C6 1.079
21 H -2.18643 -1.28209 1.02635  C7 1.091
22 H -2.21771 0.26837 1.56001  C7 1.099
23 H 3.53662 0.79991 0.77964  C8 1.069
24 H 5.56371 0.75784 -0.68438  N10 1.098
25 H 6.14129 -0.52297 0.36836  N10 1.019
26 H -1.69669 2.27177 0.51447  O11 0.984
27 H 0.26093 -2.73486 -0.91367  O12 0.902

Computed properties:
ΔE to the lowest compared entry with this formula, charge and spin = 0.0 kcal/mol
Energy = -29132.4712 eV
SMILES = CCCn1c(O)cc(S[C@H](N)F)c1O
Total charge = 0
2S+1 = 1